DFT (ωB97M-V/def2-TZVPD) results for a 2-piece molecular cluster, CH7N2O overall at a distorted geometry.

Structure (ORCA input):
```
! wB97M-V def2-TZVPD RIJCOSX def2/J DEFGRID3
* xyz 1 1
O 2.17396 -0.23137 -1.38162
H 0.01930 -0.19287 -0.35797
H 2.55012 -0.39602 -2.26258
H 2.95637 -0.34222 -0.83805
N -0.18040 0.58209 0.28426
C -1.51177 0.13366 0.87857
N -1.53498 -0.99367 1.40302
H -0.20918 1.41203 -0.31484
H 0.52194 0.82471 0.98777
H -2.32231 0.61256 0.31286
H -2.46304 -1.40890 1.28856
*
```

Relative energy (zero: lowest compared OMol25 entry of this formula, charge and spin), kcal per mole: 49.4
Highest occupied orbital energy, eV: -15.9405
HOMO-LUMO gap, eV: 11.599

Atomic partial charges in e from the natural (NBO) method, atoms 1 to 2:
1. O -0.979
2. H 0.484

DFT (ωB97M-V/def2-TZVPD) results for a 2-piece molecular cluster, CH7N2O2 overall at a distorted geometry.

Structure (ORCA input):
```
! wB97M-V def2-TZVPD RIJCOSX def2/J DEFGRID3
* xyz 1 1
C 0.29028 0.43282 0.41423
N -0.95314 -1.60725 0.28924
N 1.38526 1.01144 0.18324
O -0.46770 0.75175 1.34302
O 0.10840 -0.75974 -0.22397
H -0.55504 1.20866 -1.77866
H -1.29990 -2.24429 -0.46154
H -0.59152 0.86736 -2.37790
H -0.53363 -2.20244 0.98764
H 2.11574 0.63329 -0.47055
H 1.55042 1.96043 0.55965
H -1.04917 -0.05204 1.53558
*
```

Relative energy (zero: lowest compared OMol25 entry of this formula, charge and spin), kcal per mole: 97.0
Highest occupied orbital energy, eV: -16.0478
HOMO-LUMO gap, eV: 12.443

Atomic partial charges in e from the natural (NBO) method, atoms 1 to 2:
1. C 0.924
2. N -0.534

DFT (ωB97M-V/def2-TZVPD) results for one molecule with the formula CH7N2O2P at a distorted geometry.

Structure (ORCA input):
```
! wB97M-V def2-TZVPD RIJCOSX def2/J DEFGRID3
* xyz 0 1
C -2.00846 -0.73203 0.14748
N -0.92212 0.27855 -0.00029
P 0.60576 0.11361 0.21567
N 1.19602 1.62257 0.04055
O 1.47925 -0.56039 1.39888
O 1.29245 -0.80197 -0.95463
H -2.85362 -0.22566 0.69715
H -2.48332 -1.12722 -0.76752
H -1.58975 -1.57231 0.67911
H 0.39618 2.25216 -0.33440
H 1.94075 1.76295 -0.68506
H 2.27218 -0.08045 1.19059
H 0.67468 -0.92981 -1.62753
*
```

Relative energy (zero: lowest compared OMol25 entry of this formula, charge and spin), kcal per mole: 17.5
SMILES: CN=P(N)(O)O
Highest occupied orbital energy, eV: -8.8788
HOMO-LUMO gap, eV: 9.451

Atomic partial charges in e from the natural (NBO) method, atoms 1 to 2:
1. C -0.411
2. N -1.114

DFT (ωB97M-V/def2-TZVPD) results for CH7N2O3P as an isolated structure at a distorted geometry.

Structure (ORCA input):
```
! wB97M-V def2-TZVPD RIJCOSX def2/J DEFGRID3
* xyz 0 1
C 1.47058 0.26724 0.67322
N -1.00492 -0.01608 -1.70261
N -0.80795 -1.24053 0.66290
O -2.56221 0.85421 0.13607
O 2.41759 0.85867 -0.14295
O -0.08719 1.14226 0.58350
P -1.24154 0.31398 -0.10616
H 1.20745 -0.75674 0.28516
H 1.57250 0.48978 1.75415
H -0.04401 -0.28460 -1.89660
H -1.70589 -0.07696 -2.46388
H -1.12795 -2.01466 0.21445
H -1.07967 -1.04972 1.63244
H 2.99321 1.51317 0.37030
*
```

Relative energy (zero: lowest compared OMol25 entry of this formula, charge and spin), kcal per mole: 22.4
Highest occupied orbital energy, eV: -9.7246
HOMO-LUMO gap, eV: 10.093

Atomic partial charges in e from the natural (NBO) method, atoms 1 to 2:
1. C 0.239
2. N -1.248

DFT (ωB97M-V/def2-TZVPD) results for a 2-piece molecular cluster, CH7N2S overall at a distorted geometry.

Structure (ORCA input):
```
! wB97M-V def2-TZVPD RIJCOSX def2/J DEFGRID3
* xyz -1 1
S 0.34250 1.44564 -2.64028
H 0.88891 0.22346 -2.80726
N 1.01889 -0.74417 0.53394
C -0.08345 -0.11287 1.25603
N -1.31496 0.16222 0.52299
H 1.29807 -0.03596 -0.17361
H 0.62761 -1.30292 -0.23745
H 0.12717 0.90435 1.60747
H -0.20631 -0.76645 2.12957
H -1.71781 -0.60582 -0.01574
H -0.98063 0.83252 -0.17566
*
```

Relative energy (zero: lowest compared OMol25 entry of this formula, charge and spin), kcal per mole: 9.5
Highest occupied orbital energy, eV: -2.9347
HOMO-LUMO gap, eV: 7.266

Atomic partial charges in e from the natural (NBO) method, atoms 1 to 2:
1. S -1.058
2. H 0.079

DFT (ωB97M-V/def2-TZVPD) results for a 2-piece molecular cluster, CH7N2S overall.

Structure (ORCA input):
```
! wB97M-V def2-TZVPD RIJCOSX def2/J DEFGRID3
* xyz -1 1
S -2.15385 1.10362 0.53062
H -2.87665 2.16564 0.92333
N 0.93308 0.82256 -0.31835
C 1.04861 -0.52546 0.18388
N 0.00369 -1.48644 -0.16323
H 0.98976 0.85508 -1.32867
H 0.00931 1.19250 -0.04525
H 2.01211 -0.93731 -0.14046
H 1.06363 -0.49328 1.27408
H -0.87872 -1.19695 0.24878
H -0.15097 -1.49995 -1.16473
*
```

Relative energy (zero: lowest compared OMol25 entry of this formula, charge and spin), kcal per mole: 0.4
Highest occupied orbital energy, eV: -2.9894
HOMO-LUMO gap, eV: 7.484

Atomic partial charges in e from the natural (NBO) method, atoms 1 to 2:
1. S -1.054
2. H 0.100

DFT (ωB97M-V/def2-TZVPD) results for a 2-piece molecular cluster, CH7N2S overall at a distorted geometry.

Structure (ORCA input):
```
! wB97M-V def2-TZVPD RIJCOSX def2/J DEFGRID3
* xyz -1 1
S -2.28337 -1.58596 0.98118
H -2.35539 -2.27087 2.13540
N -0.00585 1.56136 -0.55443
C 0.88051 0.42441 -0.87002
N 0.97592 -0.60212 0.15935
H 0.35748 2.00620 0.27370
H -0.92879 1.18565 -0.37791
H 1.88659 0.79988 -1.06389
H 0.46286 -0.00967 -1.77562
H 0.21668 -1.27594 0.02667
H 0.79335 -0.23295 1.06557
*
```

Relative energy (zero: lowest compared OMol25 entry of this formula, charge and spin), kcal per mole: 4.1
Highest occupied orbital energy, eV: -2.7998
HOMO-LUMO gap, eV: 7.082

Atomic partial charges in e from the natural (NBO) method, atoms 1 to 2:
1. S -1.078
2. H 0.092

DFT (ωB97M-V/def2-TZVPD) results for a 2-piece molecular cluster, CH7N3 overall at a distorted geometry.

Structure (ORCA input):
```
! wB97M-V def2-TZVPD RIJCOSX def2/J DEFGRID3
* xyz 0 1
H -0.33856 -1.05614 0.34568
N -0.35750 -0.06377 0.11548
C -1.50489 0.43492 0.24699
N -2.52042 0.02541 1.12279
H -1.95315 1.19156 -0.39818
H -2.96074 0.82472 1.55979
H -2.19562 -0.62836 1.82845
N 3.59309 -0.27901 -1.47284
H 3.78095 0.69684 -1.27799
H 3.07922 -0.66384 -0.69112
H 4.51026 -0.71115 -1.48170
*
```

Relative energy (zero: lowest compared OMol25 entry of this formula, charge and spin), kcal per mole: 17.8
SMILES: [H]/N=C\N.N
Highest occupied orbital energy, eV: -9.2273
HOMO-LUMO gap, eV: 10.301

Atomic partial charges in e from the natural (NBO) method, atoms 1 to 2:
1. H 0.342
2. N -0.720

DFT (ωB97M-V/def2-TZVPD) results for a 2-piece molecular cluster, CH7N3 overall.

Structure (ORCA input):
```
! wB97M-V def2-TZVPD RIJCOSX def2/J DEFGRID3
* xyz 0 1
H -1.85828 -0.83599 -1.25361
N -0.99593 -0.49248 -0.85541
C -1.18442 0.64216 -0.32657
N -0.19467 1.38838 0.27251
H -2.15470 1.15353 -0.37011
H -0.33915 2.38062 0.21438
H 0.74250 1.05906 0.05767
N 1.97900 -1.42939 0.60380
H 2.06089 -0.84887 1.43570
H 1.12340 -1.09429 0.16369
H 1.68549 -2.31231 1.02328
*
```

Relative energy (zero: lowest compared OMol25 entry of this formula, charge and spin), kcal per mole: 2.9
SMILES: [H]/N=C/N.N
Highest occupied orbital energy, eV: -9.7740
HOMO-LUMO gap, eV: 10.704

Atomic partial charges in e from the natural (NBO) method, atoms 1 to 2:
1. H 0.348
2. N -0.727

DFT (ωB97M-V/def2-TZVPD) results for CH7N3O as an isolated structure at a distorted geometry.

Structure (ORCA input):
```
! wB97M-V def2-TZVPD RIJCOSX def2/J DEFGRID3
* xyz 0 1
C 0.85465 0.37310 0.43250
N 1.55788 0.81437 -0.67055
N 0.87534 -0.89012 0.88088
N -1.89042 -0.12662 0.03395
O 1.30205 -1.92819 0.06325
H -0.48652 0.39503 0.25963
H 0.98599 0.95488 1.35543
H 1.12010 1.52200 -1.24138
H 2.11957 0.18521 -1.20132
H -2.71357 0.10829 0.52810
H -2.08998 -0.31317 -0.92288
H -1.63509 -1.09477 0.48240
*
```

Relative energy (zero: lowest compared OMol25 entry of this formula, charge and spin), kcal per mole: 127.6
Highest occupied orbital energy (spin up / spin down), eV: -8.4482 / -8.4488
HOMO-LUMO gap (spin up / spin down), eV: 8.794 / 8.795

Atomic partial charges in e from the natural (NBO) method, atoms 1 to 2:
1. C -0.188
2. N -0.859